A structure of composition C33H48FMgN9O4. Source: the Open Molecules 2025 dataset; level of theory: ωB97M-V/def2-TZVPD.

The geometry in XYZ format:
```
96
Properties=species:S:1:pos:R:3:mulliken_charge:R:1
Mg 13.11334 10.94940 13.47908 2.955
C 13.55316 15.04154 20.32098 -1.120
C 13.47184 15.55728 18.87430 -1.102
N 12.95973 14.59436 17.88422 0.250
C 13.81121 13.73814 17.26385 -0.468
C 13.54717 12.91322 16.20071 0.137
C 14.66109 11.99852 15.86426 -0.147
O 15.60729 11.75587 16.61396 -0.722
O 14.58389 11.42914 14.66403 -0.335
C 12.23491 12.98906 15.54836 1.201
O 11.82263 12.30708 14.51099 -1.028
C 11.32718 13.89846 16.25109 -0.232
C 10.12678 14.20090 15.62057 -0.496
C 9.25008 15.04797 16.21650 0.006
F 8.12575 15.38998 15.53845 -0.338
C 9.38678 15.51682 17.54630 -0.255
C 10.65466 15.31294 18.17029 -0.627
C 11.66829 14.65581 17.40311 0.198
N 8.30462 16.01407 18.30039 0.408
C 6.97784 15.50078 18.06458 -0.472
C 6.14857 15.63956 19.32982 -1.069
N 6.07553 17.08518 19.84428 -0.125
C 7.48564 17.55006 20.11673 -0.749
C 8.36595 17.39128 18.87882 -0.586
H 13.63367 15.88783 21.02486 0.366
H 14.48985 14.45760 20.47052 0.365
H 12.67506 14.46010 20.61985 0.309
H 14.46068 15.85864 18.52348 0.500
H 12.81548 16.40725 18.71360 0.654
H 14.80303 13.60730 17.65658 0.684
H 9.93128 13.69609 14.63141 0.403
H 10.83229 15.51660 19.24818 0.574
H 7.10866 14.44741 17.85132 0.456
H 6.57293 16.10083 17.25234 0.439
H 6.61957 15.05114 20.10120 0.415
H 5.13869 15.31630 19.14448 0.440
H 5.58354 17.16984 20.75189 0.359
H 5.63442 17.69275 19.16097 0.381
H 7.90417 16.85057 20.89826 0.351
H 7.50008 18.56776 20.45465 0.420
H 9.43108 17.60823 19.15409 0.383
H 8.12376 18.17950 18.14375 0.258
N 15.05537 10.08214 12.61928 -0.568
C 16.00126 11.11349 12.16618 -0.877
C 15.74592 11.73868 10.80858 -0.379
C 15.22800 13.18342 10.90492 -1.028
C 13.68741 13.36091 10.97251 -0.816
N 13.20992 12.95232 12.29653 -0.394
H 15.35686 9.70330 13.52012 0.198
H 15.18041 9.32653 11.96164 0.343
H 17.02311 10.72060 12.16014 0.624
H 15.99387 11.85186 12.97476 0.183
H 15.10305 11.12246 10.11352 0.353
H 16.68472 11.62385 10.23261 0.374
H 15.53261 13.76414 10.02256 0.333
H 15.58261 13.64751 11.79752 0.491
H 13.19444 12.60436 10.27328 0.244
H 13.40289 14.36515 10.68344 0.482
H 12.25212 13.29137 12.60996 0.157
H 13.80175 13.34679 13.03744 0.106
N 13.42209 9.00444 15.77124 -0.284
C 12.66223 8.27312 16.65117 -0.215
C 11.55609 7.76739 15.96857 -0.951
C 11.68971 8.34906 14.66085 -0.112
N 12.82158 9.07024 14.54825 -0.013
H 14.33544 9.42781 15.94082 0.226
H 12.91409 8.26401 17.70759 0.442
H 10.70992 7.20297 16.36601 0.379
H 11.00944 8.14722 13.82640 0.390
C 7.11684 11.59056 8.05896 -1.133
C 6.87602 10.46817 9.07984 -0.660
N 8.06613 10.19005 9.94494 0.410
C 7.85556 9.85479 11.33523 -0.798
C 7.64306 11.18456 12.13845 -0.875
C 9.11576 9.68221 9.16094 -0.122
O 9.09492 9.62443 7.93064 -0.630
C 10.39338 9.36393 9.91554 0.531
C 11.27819 8.43014 9.37576 -0.290
C 12.38153 8.04766 10.13045 -1.276
C 12.55113 8.61209 11.37826 -0.488
N 11.88363 9.70666 11.78155 0.011
C 10.80875 10.03918 11.04790 -1.073
H 6.09930 11.80464 7.68506 0.388
H 7.76899 11.16681 7.28324 0.304
H 7.57608 12.43676 8.54021 0.277
H 6.48994 9.52109 8.54379 0.310
H 6.06198 10.68947 9.81411 0.493
H 8.59378 9.13057 11.73825 0.408
H 6.86242 9.27773 11.36174 0.443
H 6.93936 11.79026 11.57989 0.361
H 8.52691 11.79176 12.36006 0.170
H 7.19857 10.91487 13.13252 0.344
H 11.08511 8.07707 8.33652 0.466
H 13.13946 7.36756 9.67166 0.383
H 13.23957 8.15832 12.09660 0.633
H 10.29801 10.89891 11.42870 0.683
```

charge	+2
ΔE to the lowest compared entry with this formula, charge and spin	0.705	eV
multiplicity	1
orbital gap	7.778	eV
electronic energy	-2379.6488	Ha